Record 1
# C21H41N4O31

A cluster of 13 separate species, C21H41N4O31 in total at a distorted geometry (the ωB97M-V functional and the def2-TZVPD basis, the Open Molecules 2025 dataset).

Geometry (Å):
C -5.2406 16.6524 -4.1591
C -6.2925 17.0948 -5.1096
O -7.4542 17.1466 -4.9375
N -5.7586 17.8327 -6.3101
H -6.5491 18.3351 -6.7103
H -5.0821 18.5876 -6.0223
C -5.2596 16.9206 -7.4001
H -5.6537 15.9421 -3.4502
H -4.9345 17.5811 -3.6399
H -4.2784 16.4242 -4.6204
H -5.6950 15.9322 -7.3167
H -4.1856 16.9869 -7.5678
H -5.5295 17.3079 -8.3882
C -0.9188 8.9158 -4.6408
C -2.1146 8.0299 -4.3757
O -2.9251 7.7002 -5.1691
N -2.3217 7.7665 -2.8999
H -1.6993 7.0130 -2.6149
H -2.0107 8.6044 -2.3968
C -3.7769 7.5535 -2.5490
H -0.6689 8.9456 -5.7007
H -0.0662 8.4117 -4.1826
H -1.0830 9.9640 -4.3891
H -3.9365 7.7250 -1.4882
H -3.9242 6.5243 -2.8623
H -4.3183 8.3484 -3.0599
C -0.9402 13.3688 -6.0685
C -0.8886 12.9422 -4.6496
O -1.7038 12.2179 -4.1689
N 0.3373 13.2452 -3.8522
H 0.3157 12.7515 -2.9398
H 1.1540 12.6428 -4.1521
C 0.9296 14.6533 -3.8704
H -1.0184 14.4110 -6.3821
H -1.9057 13.0370 -6.4604
H -0.0959 12.9197 -6.5967
H 1.8935 14.6927 -3.3722
H 0.2545 15.2872 -3.2985
H 0.9268 14.8920 -4.9309
C -4.3012 11.6653 -8.3590
C -3.3165 10.6446 -7.9176
O -3.5450 9.8490 -7.0951
N -1.9194 10.7890 -8.4617
H -1.7309 10.4098 -9.3929
H -1.6974 11.8066 -8.5607
C -0.9661 10.0094 -7.5900
H -4.2704 11.8929 -9.4276
H -4.1035 12.5567 -7.7601
H -5.3222 11.3004 -8.2663
H -0.9699 10.5409 -6.6371
H 0.0396 10.0017 -7.9648
H -1.3435 9.0348 -7.2941
O -3.4196 15.0375 -9.2696
C -2.3418 14.2855 -9.7522
O -1.5748 13.5515 -9.0681
O -2.2004 14.3731 -11.0070
H -3.4741 15.5262 -10.1122
O -2.6647 18.7443 -4.4529
C -3.3231 19.9230 -4.6872
O -4.4583 19.9020 -5.2387
O -2.7324 20.9612 -4.3817
H -1.9488 19.1214 -3.8950
O -3.5622 10.3156 -3.4348
C -4.7542 10.8377 -2.9562
O -5.6441 10.1140 -2.3774
O -4.9203 12.1094 -3.0774
H -3.0316 11.1631 -3.5130
O 3.9376 17.4371 -3.6995
C 4.6953 17.1165 -2.5771
O 4.5202 17.8318 -1.5540
O 5.5253 16.1629 -2.6706
H 4.2196 16.6873 -4.2671
O 2.3238 11.5910 -8.7240
C 2.9939 10.4679 -9.1997
O 3.5451 9.7169 -8.3382
O 3.0483 10.2746 -10.4380
H 2.3568 11.2873 -7.7649
O -4.4739 19.3217 -1.7704
C -4.8849 18.5618 -0.6611
O -6.1224 18.3166 -0.5055
O -3.9562 18.1997 0.1236
H -3.5386 19.1559 -1.4607
O 1.1472 9.6519 -2.4537
C 0.1917 10.4460 -1.8376
O 0.4896 11.6240 -1.5548
O -0.9030 9.9176 -1.4562
H 1.7487 10.3679 -2.7866
O 3.9201 10.3748 -5.6493
C 2.8445 11.1144 -5.2528
O 2.8890 11.6799 -4.1196
O 1.8117 11.1805 -6.0170
H 3.5934 10.0777 -6.5481
O 1.6114 14.9388 -7.3134
C 2.7475 15.6093 -6.8012
O 3.6080 14.7943 -6.3653
O 2.7865 16.8562 -6.7618
H 2.0779 14.0933 -7.4473

Its total charge is -5. For the HOMO-LUMO gap, the calculation gives 0.1471 Eh. As for the LUMO energy: 0.263 Ha. Its total energy is -3376.13930 a.u. For the HOMO energy, the calculation gives 0.11548 hartree. The calculation puts the energy relative to the best compared isomer or geometry (same formula, charge and spin) at 0.000 eV.



Record 2
# C22H47Cl8F9N3O8

A structure of composition C22H47Cl8F9N3O8 at a distorted geometry (the ωB97M-V functional and the def2-TZVPD basis, the Open Molecules 2025 dataset).

Geometry (Å):
N -2.6294 1.0377 -3.2845
H -2.1548 1.6566 -3.9373
H -2.1210 1.0224 -2.3643
H -2.7162 0.0767 -3.6122
H -3.5357 1.4868 -3.1547
N 2.4830 -0.1606 -3.0675
H 2.0965 0.2480 -3.9089
H 2.3813 -1.1821 -2.9993
H 1.9849 0.1995 -2.2198
H 3.4921 -0.0615 -2.9689
N 0.0154 2.9765 -0.9488
H 0.0804 3.2017 -1.9344
H 0.3707 3.7753 -0.4286
H 0.6813 2.1709 -0.7941
H -0.9065 2.5776 -0.6352
O 1.1935 0.5763 -0.6959
C -0.0008 -0.1266 -0.7424
C -1.3580 0.4283 -0.1977
O -1.8861 1.6664 -0.6961
H -0.0252 -1.0960 -0.2199
H -0.1951 -0.3415 -1.8118
H -1.2320 0.6733 0.8659
H -2.0814 -0.3840 -0.3478
C 0.8661 -2.5022 2.5423
C -0.1803 -1.5209 2.0611
O -1.2939 -2.2781 1.5539
C -2.4449 -2.2162 2.2801
O -2.6449 -1.4632 3.1726
C -3.4909 -3.2135 1.7341
F -2.9281 -4.3109 1.1848
F -4.2038 -3.6791 2.7606
F -4.2591 -2.6799 0.7948
H 1.0500 -3.1033 1.6466
H 0.4666 -3.1075 3.3542
H 1.8558 -2.1391 2.8156
H 0.2348 -0.8049 1.3478
H -0.4912 -0.8397 2.8551
C 0.9658 2.7690 1.0002
C 0.4703 1.9902 2.2350
O 0.0629 2.8693 3.3023
C 0.8962 3.0334 4.3256
O 1.9167 2.4340 4.5123
C 0.4196 4.1402 5.3104
F 1.0659 4.0704 6.4636
F 0.6167 5.2991 4.6855
F -0.8852 3.9566 5.5667
H 1.6786 2.1093 0.5004
H 1.6283 3.5683 1.3335
H 0.1440 3.0210 0.3417
H 1.1120 1.1561 2.5165
H -0.4697 1.4781 2.0176
C 3.4873 -1.8499 1.3354
C 3.0340 -2.1195 -0.1132
O 3.5315 -3.3618 -0.5516
C 3.1144 -3.7537 -1.7672
O 2.4529 -3.0578 -2.4938
C 3.7442 -5.0757 -2.2548
F 4.5468 -5.5698 -1.3123
F 2.8570 -5.9618 -2.6226
F 4.4855 -4.7543 -3.3356
H 3.1345 -0.8963 1.7177
H 4.5724 -1.9261 1.3491
H 2.9983 -2.6401 1.9071
H 3.5200 -1.3705 -0.7485
H 1.9460 -2.0765 -0.1732
Cl -5.4745 -0.5535 -2.8229
C -5.0680 -1.0121 -1.1348
C -4.8117 0.2055 -0.2899
Cl -6.3120 1.1865 -0.0614
H -4.2295 -1.7015 -1.2172
H -5.9204 -1.6531 -0.9172
H -4.1757 0.9349 -0.7904
H -4.3134 -0.0069 0.6541
Cl 0.4742 -5.1240 -0.6563
C -0.5064 -4.3837 -1.9532
C -1.4104 -3.3218 -1.3884
Cl -2.2602 -2.5118 -2.7902
H -1.0670 -5.1536 -2.4812
H 0.2325 -4.0170 -2.6624
H -0.7907 -2.5947 -0.8638
H -2.1884 -3.6250 -0.6950
Cl -4.1623 4.0994 2.4764
C -3.4303 3.2958 1.0696
C -2.9488 4.3668 0.0986
Cl -1.4837 5.2202 0.7024
H -4.1237 2.5861 0.6172
H -2.6277 2.6206 1.3695
H -3.7172 5.1011 -0.1303
H -2.6259 3.9650 -0.8612
Cl 5.0894 1.8645 -3.3792
C 4.9804 2.7766 -1.8778
C 4.7448 1.9270 -0.6234
Cl 6.1512 0.8789 -0.3433
H 4.1194 3.4414 -1.9473
H 5.8745 3.3607 -1.6704
H 3.8911 1.2580 -0.7460
H 4.5696 2.5247 0.2684

Its total charge is +1. For the HOMO-LUMO gap, the calculation gives 0.2934 Eh. As for the LUMO energy: -0.126 Ha. Its total energy is -6212.56742 a.u. For the HOMO energy, the calculation gives -0.41938 hartree. The calculation puts the energy relative to the best compared isomer or geometry (same formula, charge and spin) at 2.722 eV.



Record 3
# C28H31Cl2N7O4S2Sn

A structure of composition C28H31Cl2N7O4S2Sn (the ωB97M-V functional and the def2-TZVPD basis, the Open Molecules 2025 dataset).

Geometry (Å):
Sn -0.3717 0.1040 0.3387
S -0.9732 0.3363 -8.1659
N 0.3683 0.5893 -7.3022
C -0.0207 0.9409 -6.0889
C 0.8577 1.2745 -4.9839
C 2.2469 1.2551 -5.0997
C 3.0051 1.5961 -4.0047
C 2.3432 1.9501 -2.8293
N 1.0290 1.9703 -2.6987
C 0.2817 1.6321 -3.7570
C -1.1916 1.6487 -3.5938
N -1.6754 1.9614 -2.3864
C -2.9858 1.9650 -2.2033
C -3.8977 1.6681 -3.2171
C -3.4151 1.3456 -4.4624
C -2.0349 1.3268 -4.6643
C -1.4326 0.9732 -5.9352
N -2.0861 0.6451 -7.0364
H 2.6965 0.9766 -6.0437
H 4.0855 1.5973 -4.0427
H 2.9162 2.2326 -1.9511
H -3.3203 2.1946 -1.1990
H -4.9586 1.6859 -3.0107
H -4.0740 1.1001 -5.2850
O -0.6141 3.5943 -0.2523
C 0.6901 3.5641 0.2553
C 0.7319 3.1413 1.7058
C 1.3658 3.9310 2.6564
C 1.4144 3.5037 3.9729
C 0.8222 2.2970 4.3062
C 0.2161 1.5635 3.3005
N 0.1702 1.9752 2.0340
H -0.7227 2.9214 -0.9524
H 1.1335 4.5627 0.1832
H 1.3215 2.8826 -0.3255
H 1.8063 4.8732 2.3588
H 1.9027 4.1070 4.7276
H 0.8274 1.9231 5.3205
H -0.2397 0.6023 3.4994
Cl -3.2151 0.5966 4.5060
C -3.9547 0.2254 2.9357
Cl -4.5396 -1.4515 2.8914
C -2.9552 0.4560 1.7921
O -1.8711 -0.2310 1.8825
O -3.2529 1.2521 0.9231
H -4.8090 0.8780 2.8092
S -1.4019 -2.4508 -0.6957
C -1.1345 -3.4418 0.6674
N -0.5057 -4.6198 0.5213
C -0.1285 -5.4842 1.6302
C 0.0477 -4.6415 2.8826
C -1.2006 -3.8053 3.0993
N -1.5324 -3.0833 1.8807
H -0.1963 -4.8255 -0.4126
H 0.8000 -5.9900 1.3664
H -0.8923 -6.2512 1.7917
H 0.9047 -3.9773 2.7568
H 0.2293 -5.2824 3.7448
H -1.0476 -3.0681 3.8866
H -2.0411 -4.4408 3.3950
H -1.8837 -2.1344 1.9676
C 2.7252 -1.5521 2.8609
C 2.1846 -1.1313 1.4954
C 2.4718 -2.2174 0.4565
C 2.8777 0.1708 1.0722
O 0.7916 -0.9627 1.6351
H 3.8046 -1.7195 2.8304
H 2.2396 -2.4725 3.1904
H 2.5113 -0.7741 3.5962
H 3.5443 -2.3968 0.3476
H 2.0647 -1.9278 -0.5156
H 1.9891 -3.1515 0.7517
H 3.9580 0.0299 0.9912
H 2.6864 0.9592 1.8031
H 2.5132 0.5043 0.0949

Its total charge is 0. For the HOMO-LUMO gap, the calculation gives 0.2611 Eh. As for the LUMO energy: -0.014 Ha. Its total energy is -3701.05856 a.u. For the HOMO energy, the calculation gives -0.27528 hartree. The calculation puts the energy relative to the best compared isomer or geometry (same formula, charge and spin) at 0.216 eV.



Record 4
# C5H7NO2

A structure of composition C5H7NO2 at a distorted geometry (the ωB97M-V functional and the def2-TZVPD basis, the Open Molecules 2025 dataset).

Geometry (Å):
C 1.3992 1.5379 0.9402
C 0.4973 0.4403 0.4282
C 0.1312 -0.6363 -0.3108
C 0.2608 -1.9598 -0.6150
C -0.7088 0.3935 -0.5047
H 1.9823 2.2899 -0.0430
H 0.8695 2.4200 1.7283
H 2.0481 0.8541 1.5048
H 0.7024 -2.1481 -1.7123
H -0.6028 -2.5861 -0.7005
H 1.0289 -2.5242 0.0993
H -0.7387 1.1725 -1.1844
N -2.0538 0.2375 -0.0507
O -1.9929 -0.5370 0.9147
O -2.8227 1.0457 -0.4940

Its total charge is 0. For the HOMO-LUMO gap, the calculation gives 0.3489 Eh. As for the LUMO energy: 0.015 Ha. Its total energy is -399.65167 a.u. For the HOMO energy, the calculation gives -0.33403 hartree. The calculation puts the energy relative to the best compared isomer or geometry (same formula, charge and spin) at 8.542 eV.